The following is a DFT calculation (ωB97M-V with the def2-TZVPD basis set) of a molecular structure, C28H18BeBr2N6O.

Its LUMO energy is -0.7 eV.

Geometry (Å):
Be -0.645 0.187 -1.054
C -3.071 1.347 -4.028
C -3.054 2.739 -3.960
C -2.244 3.356 -3.038
C -1.438 2.586 -2.188
N -1.464 1.240 -2.259
C -2.275 0.650 -3.153
N -0.628 3.297 -1.315
C 0.252 2.673 -0.613
N 0.436 1.325 -0.545
C 1.635 1.052 0.035
N 2.242 -0.083 0.067
C 1.715 -1.169 -0.612
C 2.486 -2.341 -0.590
C 2.058 -3.459 -1.262
C 0.856 -3.413 -1.966
C 0.140 -2.242 -1.938
N 0.545 -1.139 -1.283
C 2.199 2.320 0.560
C 3.353 2.593 1.266
C 3.599 3.922 1.594
C 2.725 4.935 1.204
C 1.577 4.654 0.470
C 1.330 3.330 0.168
H -3.703 0.818 -4.725
H -3.676 3.329 -4.620
H -2.196 4.430 -2.938
H -2.292 -0.431 -3.120
H 3.411 -2.321 -0.032
H 2.649 -4.366 -1.242
H 0.473 -4.269 -2.502
H -0.822 -2.166 -2.429
H 4.034 1.802 1.549
H 4.487 4.178 2.157
H 2.949 5.959 1.473
H 0.901 5.434 0.148
C 1.163 0.347 3.242
C 0.288 -0.822 2.892
C 0.250 -1.955 3.739
C -0.524 -3.022 3.400
C -1.294 -2.977 2.217
C -2.141 -4.027 1.777
Br -2.282 -5.634 2.777
C -2.867 -3.902 0.635
C -2.774 -2.722 -0.124
Br -3.792 -2.629 -1.719
C -1.974 -1.652 0.226
O -1.918 -0.567 -0.499
C -1.206 -1.799 1.440
N -0.410 -0.757 1.785
H 1.405 0.356 4.304
H 0.672 1.282 2.978
H 2.096 0.289 2.678
H 0.838 -1.963 4.647
H -0.567 -3.901 4.028
H -3.513 -4.701 0.300